1.
Computed, not measured: C9H15CdIN4S2 as an isolated structure, with ωB97M-V/def2-TZVPD.

Structure (XYZ):
```
32
Properties=species:S:1:pos:R:3:forces:R:3:mulliken_charge:R:1
C -0.335 -2.415 -1.776 0.1 -2.4 0.6 -1.272
C 1.252 1.975 -2.445 3.5 0.1 -1.9 -1.213
H 0.291 -3.265 -2.096 -0.4 0.5 -0.2 0.497
H -0.342 -1.718 -2.665 0.3 0.2 1.0 0.309
H -1.347 -2.782 -1.627 0.0 0.3 -0.5 0.445
H 1.630 2.411 -1.492 -0.1 -0.6 -0.5 0.365
H 2.081 1.797 -3.178 0.1 0.8 0.7 0.273
H 0.614 2.752 -2.896 0.0 -1.1 0.1 0.365
Cd 0.376 0.043 -1.944 -0.8 2.6 1.1 0.582
C -1.020 1.808 -1.437 -2.3 -0.8 1.6 -1.408
H -0.779 2.879 -1.577 0.1 -0.8 -0.4 0.431
H -1.099 1.639 -0.345 -0.3 0.4 -0.8 0.397
H -2.003 1.588 -1.894 -0.2 0.4 0.3 0.203
I 0.213 -2.792 0.441 0.0 0.5 -1.5 0.114
N -3.618 -0.409 0.177 -0.3 -0.2 -0.4 -0.386
C -2.674 -0.327 1.135 1.0 -0.1 0.9 0.395
N -1.449 0.065 0.936 -0.5 -0.6 0.4 -0.056
C -0.671 -0.032 2.077 -2.5 -0.7 0.9 -0.026
C -1.381 -0.487 3.194 1.5 0.6 -1.0 -0.554
S -3.018 -0.878 2.791 0.6 0.6 -0.5 -0.243
C 0.766 0.089 1.931 2.3 -0.4 0.7 -0.107
C 1.683 -0.253 2.921 -1.7 0.4 -0.4 -0.465
S 3.278 -0.394 2.295 -0.6 0.4 -0.4 -0.253
C 2.626 0.045 0.710 -0.5 -0.3 0.6 0.456
N 1.338 0.272 0.657 0.5 -0.3 0.6 0.076
N 3.464 -0.023 -0.344 0.4 0.0 -0.2 -0.342
H -4.572 -0.586 0.451 0.2 0.2 -0.3 0.199
H -3.393 -0.048 -0.743 -0.1 0.1 0.4 0.230
H -0.942 -0.616 4.178 -0.4 -0.1 -0.1 0.347
H 1.406 -0.485 3.957 0.4 0.1 -0.6 0.316
H 4.440 -0.186 -0.144 -0.2 0.2 -0.3 0.199
H 3.187 0.333 -1.248 0.0 0.1 0.1 0.127
```
Positions in Å, forces in eV/Å.

total energy: -49865.849 eV
HOMO energy (alpha / beta): -5.32 / -5.33 eV
LUMO level (alpha / beta): -0.0449 / -0.0449 hartree
energy above the lowest of the compared OMol25 structures with the same formula, charge and spin: 400.8 kJ/mol
total charge: 0


2.
Computed, not measured: a 2-piece molecular cluster, FHNO3P overall, with ωB97M-V/def2-TZVPD.

Structure (XYZ):
```
7
Properties=species:S:1:pos:R:3:forces:R:3:mulliken_charge:R:1
N -0.787 -1.157 -2.102 -0.1 1.7 2.2 -0.460
O -0.010 -0.717 2.161 0.0 0.1 -0.9 -0.634
O -0.839 1.582 1.373 0.3 -0.7 -0.7 -0.643
O 1.644 0.941 1.068 -0.9 -0.5 -0.5 -0.637
F 0.593 -0.715 -2.661 -0.2 0.0 0.1 -0.443
P 0.230 0.524 1.359 0.6 1.2 2.3 0.898
H -0.830 -0.458 -1.197 0.3 -1.8 -2.5 -0.080
```
Positions in Å, forces in eV/Å.

total energy: -19653.227 eV
HOMO energy: 1.58 eV
LUMO level: 0.2550 hartree
energy above the lowest of the compared OMol25 structures with the same formula, charge and spin: 107.7 kJ/mol
total charge: -2


3.
Computed, not measured: one molecule with the formula C7H8N2O, with ωB97M-V/def2-TZVPD.

Structure (XYZ):
```
18
Properties=species:S:1:pos:R:3:forces:R:3:mulliken_charge:R:1
C 2.220 1.269 0.603 -1.9 0.8 -3.0 -1.109
C 2.239 -0.173 0.035 -3.0 6.0 0.6 0.691
O 3.265 -0.644 -0.218 4.1 -3.3 -0.9 -0.537
N 1.035 -0.719 -0.301 -0.4 3.8 0.8 -0.136
C -0.300 -0.313 -0.168 0.6 -0.9 1.1 0.525
C -0.722 0.998 -0.325 1.2 -0.6 -1.8 -0.086
C -2.095 1.216 -0.306 3.4 -2.6 1.5 -0.708
C -2.950 0.282 0.149 8.6 -2.1 -0.9 -0.826
C -2.388 -0.955 0.307 -1.2 -4.0 1.2 -0.014
N -1.111 -1.317 0.168 -0.8 0.8 -0.2 -0.596
H 1.854 2.084 -0.371 1.9 -2.4 2.9 0.174
H 1.294 1.286 1.167 0.4 0.7 1.0 0.490
H 3.196 1.447 1.083 -0.8 0.4 -0.2 0.302
H 1.275 -1.592 -0.490 -0.1 -5.3 -1.3 0.163
H 0.096 1.618 -0.780 -1.7 0.1 0.7 0.149
H -2.381 2.112 -0.501 -2.1 5.7 -1.4 0.590
H -3.861 0.364 0.201 -9.4 1.2 0.7 0.641
H -3.086 -1.853 0.592 1.3 1.8 -0.5 0.287
```
Positions in Å, forces in eV/Å.

SMILES string: CC(=O)Nc1ccccn1
total energy: -12414.056 eV
HOMO energy: -9.27 eV
LUMO level: 0.0265 hartree
energy above the lowest of the compared OMol25 structures with the same formula, charge and spin: 226.0 kJ/mol
total charge: 0


4.
Computed, not measured: one molecule with the formula C22H30N4O4, with ωB97M-V/def2-TZVPD.

Structure (XYZ):
```
60
Properties=species:S:1:pos:R:3:forces:R:3:mulliken_charge:R:1
C -0.707 -2.601 2.515 0.1 0.0 0.3 -1.053
O -1.194 -2.288 1.233 -0.1 0.1 -0.4 -0.383
C -0.605 -1.274 0.547 0.0 0.0 -0.2 0.259
C 0.440 -0.503 1.032 -0.1 0.0 0.1 -0.191
C 1.023 0.492 0.254 -0.4 -0.1 0.0 0.047
C 2.177 1.225 0.851 0.0 0.1 -0.3 -0.596
O 2.290 1.402 2.051 0.0 -0.1 0.3 -0.695
N 3.088 1.667 -0.047 -0.1 0.3 -0.2 -0.154
C 4.358 2.214 0.384 0.2 0.1 0.3 0.016
C 4.971 3.010 -0.761 -0.2 -0.1 0.2 -1.625
C 5.290 1.112 0.924 -0.2 0.0 -0.2 -0.729
C 5.630 0.003 -0.079 0.4 0.5 0.3 -0.920
N 4.504 -0.834 -0.397 -0.2 -0.5 0.0 0.880
C 3.977 -1.822 0.350 -0.2 -0.1 -0.1 -0.278
C 2.906 -2.329 -0.351 0.1 -0.1 0.1 -0.653
C 2.864 -1.566 -1.523 0.1 -0.1 0.2 -0.416
N 3.832 -0.668 -1.534 0.2 0.3 -0.7 -1.033
C 0.544 0.738 -1.024 0.1 0.0 0.2 -0.160
C -0.511 -0.014 -1.510 -0.1 -0.3 0.0 -0.679
C -1.104 -1.009 -0.746 0.1 -0.1 0.0 1.195
O -2.077 -1.811 -1.293 0.6 0.1 0.1 -0.632
C -3.457 -1.475 -1.189 -0.8 -0.1 -0.1 0.092
C -3.999 -1.428 0.247 0.3 0.0 -0.1 -0.968
C -3.794 -0.076 0.930 -0.1 -0.2 0.4 -0.811
N -4.332 0.988 0.108 0.3 -0.1 0.1 0.062
C -5.480 1.606 0.475 0.0 0.3 -0.2 1.125
C -6.029 2.649 -0.479 -0.1 0.0 0.2 -1.332
O -6.029 1.358 1.532 -0.3 0.0 0.3 -0.663
C -3.658 1.086 -1.162 0.0 0.0 -0.4 -0.734
C -3.856 -0.206 -1.964 0.3 -0.1 0.2 -1.028
H -1.303 -3.446 2.858 0.1 0.1 0.0 0.276
H -0.833 -1.764 3.208 0.0 0.0 0.0 0.393
H 0.348 -2.891 2.484 0.0 0.0 0.0 0.331
H 0.842 -0.657 2.020 0.0 0.0 0.1 0.546
H 3.069 1.280 -0.982 -0.1 -0.1 0.1 0.505
H 4.138 2.884 1.225 0.1 -0.1 -0.2 0.418
H 5.941 3.405 -0.469 0.1 0.0 0.0 0.397
H 4.323 3.842 -1.022 0.0 0.1 -0.1 0.400
H 5.095 2.385 -1.642 0.1 0.0 -0.2 0.391
H 6.220 1.576 1.254 0.1 0.0 0.1 0.495
H 4.805 0.668 1.796 0.1 0.0 0.1 0.364
H 5.988 0.428 -1.018 0.0 -0.2 0.1 0.345
H 6.420 -0.626 0.345 -0.1 0.0 -0.1 0.362
H 4.392 -2.094 1.299 0.1 0.0 0.2 0.465
H 2.251 -3.127 -0.069 -0.1 -0.2 0.1 0.462
H 2.176 -1.636 -2.342 -0.1 0.0 -0.2 0.630
H 0.972 1.516 -1.637 0.1 0.1 -0.1 0.461
H -0.881 0.156 -2.510 -0.1 0.0 -0.1 0.395
H -3.915 -2.334 -1.696 0.0 0.2 0.1 0.272
H -5.071 -1.631 0.206 0.0 0.0 0.0 0.522
H -3.520 -2.213 0.830 -0.1 0.0 0.0 0.403
H -2.732 0.122 1.103 -0.1 0.0 0.0 0.282
H -4.323 -0.057 1.885 0.2 0.0 -0.1 0.372
H -6.921 3.076 -0.027 0.0 0.0 0.0 0.350
H -5.303 3.441 -0.645 0.1 0.1 -0.1 0.332
H -6.298 2.200 -1.432 0.0 0.0 -0.1 0.318
H -2.593 1.252 -0.968 -0.2 0.1 -0.1 0.164
H -4.034 1.932 -1.736 0.1 0.0 0.1 0.531
H -4.914 -0.297 -2.218 0.0 0.0 0.0 0.466
H -3.287 -0.157 -2.894 0.0 0.0 -0.1 0.410
```
Positions in Å, forces in eV/Å.

SMILES string: COc1cc(C(=O)N[C@H](C)CCn2cccn2)ccc1OC1CCN(C(C)=O)CC1
total energy: -37451.733 eV
HOMO energy: -8.58 eV
LUMO level: 0.0254 hartree
energy above the lowest of the compared OMol25 structures with the same formula, charge and spin: 290.2 kJ/mol
total charge: 0


5.
Computed, not measured: an isolated ion of composition C26H29O and charge +1, with ωB97M-V/def2-TZVPD.

Structure (XYZ):
```
56
Properties=species:S:1:pos:R:3:forces:R:3:mulliken_charge:R:1
C 3.446 -4.429 -1.265 -0.4 -0.4 -0.1 -1.438
C 2.543 -3.215 -1.064 0.3 0.7 0.3 0.221
C 1.046 -3.522 -1.427 0.0 -0.8 0.3 -1.099
C 0.085 -2.406 -1.094 0.8 -0.1 -1.8 0.771
C -0.443 -1.658 -2.291 -0.2 0.2 -0.4 -1.161
C -0.417 -2.219 0.280 -1.6 -0.6 0.0 -0.581
H 4.487 -4.240 -0.990 -0.2 0.3 0.0 0.394
H 3.094 -5.264 -0.653 0.1 0.0 -0.1 0.354
H 3.443 -4.753 -2.308 0.0 0.0 0.0 0.367
H 2.567 -2.921 -0.008 0.1 0.2 -0.2 0.124
H 2.917 -2.384 -1.683 -0.3 -0.1 0.3 0.230
H 1.082 -3.916 -2.482 -0.7 0.9 0.9 0.477
H 0.799 -4.375 -0.761 0.0 0.3 -0.3 0.404
H -0.138 -1.995 -3.312 0.1 -0.4 1.2 0.402
H -1.549 -1.688 -2.274 0.3 0.1 0.2 0.348
H -0.186 -0.581 -2.329 -0.1 -0.2 0.8 0.124
H -1.473 -1.848 0.230 0.4 -1.1 -0.6 0.217
H -0.291 -3.183 0.829 -0.5 0.6 -0.6 0.413
C -3.900 -0.934 5.761 -0.4 0.0 0.1 -1.371
C -2.880 -0.772 4.643 -0.1 -0.9 0.1 1.026
C -1.522 -0.962 4.917 -0.1 0.3 -0.5 -0.799
C -0.596 -1.019 3.873 0.1 -0.6 -0.6 -0.374
C -0.985 -0.972 2.510 0.1 0.2 0.2 0.208
C 0.023 -1.159 1.319 2.0 1.5 2.2 0.666
C 0.373 0.182 0.632 1.0 0.1 0.4 -0.858
C -0.494 1.268 0.392 0.0 -0.8 0.0 -0.536
C -0.316 2.032 -0.756 0.7 0.3 0.1 -0.349
C 0.843 1.832 -1.505 -0.9 -0.9 -1.1 0.831
O 0.857 2.186 -2.837 0.4 0.1 -0.9 -0.375
C 0.699 3.541 -3.153 0.2 0.1 1.2 0.137
C 1.861 4.311 -3.225 -0.5 -0.1 0.1 -0.419
C 1.727 5.692 -3.119 0.0 0.0 -0.4 -0.361
C 0.461 6.277 -2.987 -0.1 -0.3 0.0 -0.543
C -0.691 5.479 -2.983 0.4 -0.1 -0.4 -0.532
C -0.579 4.091 -3.097 0.4 0.2 0.0 -0.270
C 1.853 0.951 -1.101 -0.2 1.2 -0.2 -0.831
C 1.672 0.246 0.056 -0.6 -1.2 0.5 -0.413
C -2.322 -0.637 2.278 -0.2 -0.6 -0.2 -0.293
C -3.269 -0.615 3.306 -0.3 0.1 0.5 -1.198
H -4.908 -0.667 5.388 0.5 0.0 0.4 0.343
H -3.980 -1.980 6.137 0.3 0.6 -0.5 0.289
H -3.644 -0.325 6.653 -0.2 -0.2 -0.6 0.360
H -1.225 -1.115 5.958 0.2 0.2 -0.4 0.382
H 0.448 -1.177 4.112 0.1 -0.1 0.0 0.410
H 0.979 -1.651 1.694 -1.0 1.2 0.1 0.618
H -1.323 1.532 1.044 -0.2 -0.7 -0.2 0.584
H -1.103 2.705 -1.104 0.5 -0.1 0.4 0.355
H 2.828 3.806 -3.306 -0.4 0.3 0.2 0.392
H 2.633 6.294 -3.146 -0.3 0.0 0.0 0.374
H 0.380 7.355 -2.884 0.0 -0.2 0.0 0.381
H -1.683 5.906 -2.887 0.2 0.2 0.0 0.411
H -1.443 3.424 -3.086 0.2 0.3 0.0 0.588
H 2.720 0.808 -1.732 0.2 0.3 0.1 0.463
H 2.518 -0.331 0.482 -0.8 -0.1 -0.5 0.487
H -2.672 -0.456 1.265 -0.1 -0.2 0.0 0.392
H -4.353 -0.550 3.092 0.8 0.2 -0.1 0.255
```
Positions in Å, forces in eV/Å.

total energy: -29470.484 eV
HOMO energy: -11.19 eV
LUMO level: -0.2088 hartree
energy above the lowest of the compared OMol25 structures with the same formula, charge and spin: 99.0 kJ/mol
total charge: +1


| no. | F_max (hartree/bohr) |
| --- | --- |
| 1 | 0.0785 |
| 2 | 0.0599 |
| 3 | 0.1848 |
| 4 | 0.0156 |
| 5 | 0.0643 |